Model a:
The following is a DFT calculation (the ωB97M-V functional and the def2-TZVPD basis) of one molecule with the formula C3H5N5.

Element x y z (Å)
N  -2.259  0.290  -0.090
C  -1.340  -0.762  0.041
C  0.202  -0.445  -0.035
N  1.207  -1.328  -0.184
N  2.418  -0.893  -0.267
C  2.410  0.410  0.272
N  1.385  1.429  -0.141
N  0.230  0.980  -0.320
H  -2.207  1.067  0.555
H  -1.977  0.900  -0.902
H  -1.723  -1.118  1.247
H  -1.580  -1.543  -0.668
H  3.236  1.013  0.492

Computed properties:
structure (SMILES) = NCc1nncnn1
spin multiplicity = 1
Kohn-Sham gap = 8.4 eV

Löwdin analysis output, partial charges in e:
1 N -0.07
2 C -0.27
3 C -0.24
4 N 0.04
5 N 0.03
6 C -0.08
7 N 0.05
8 N 0.02
9 H 0.07
10 H 0.08
11 H 0.19
12 H 0.09
13 H 0.06

Model b:
The following is a DFT calculation (the ωB97M-V functional and the def2-TZVPD basis) of one molecule with the formula C3H5N5.

Element x y z (Å)
N  -2.509  -0.002  0.198
C  -1.168  -0.051  0.296
N  -0.508  -1.049  0.668
N  0.889  -1.291  0.431
C  1.782  -0.496  -0.261
C  1.492  0.776  -0.750
N  0.415  1.373  -0.913
N  -0.547  1.177  0.106
H  -2.904  -0.895  0.177
H  -0.868  -1.713  1.127
H  2.695  -0.923  -0.107
H  2.376  1.155  -1.288
H  -1.146  1.939  0.316

Computed properties:
structure (SMILES) = N=C1NN=CC=NN1
spin multiplicity = 1
Kohn-Sham gap = 8.1 eV

Löwdin analysis output, partial charges in e:
1 N 0.13
2 C -0.50
3 N 0.09
4 N 0.12
5 C -0.08
6 C -0.22
7 N 0.09
8 N 0.02
9 H 0.00
10 H 0.06
11 H 0.07
12 H 0.11
13 H 0.11

Model c:
The following is a DFT calculation (the ωB97M-V functional and the def2-TZVPD basis) of one molecule with the formula C3H5N5.

Element x y z (Å)
H  3.192  -0.038  -0.161
N  2.587  -0.803  -0.126
C  1.466  -0.336  0.108
C  0.238  -0.866  0.212
C  -0.824  -0.064  -0.139
N  -2.185  -0.503  -0.166
N  -0.586  1.198  0.044
N  0.545  1.932  0.049
N  1.597  1.079  -0.055
H  0.403  -1.990  -0.099
H  -2.875  0.101  0.369
H  -2.110  -1.397  0.303
H  -1.449  1.688  -0.340

Computed properties:
structure (SMILES) = [H]/N=c1/cc(N)[nH]nn1
spin multiplicity = 1
Kohn-Sham gap = 8.0 eV

Löwdin analysis output, partial charges in e:
1 H 0.01
2 N 0.12
3 C -0.55
4 C -0.02
5 C -0.37
6 N 0.10
7 N -0.03
8 N 0.09
9 N 0.08
10 H 0.16
11 H 0.13
12 H 0.09
13 H 0.18

Model d:
The following is a DFT calculation (the ωB97M-V functional and the def2-TZVPD basis) of C3H5N5 as an isolated structure.

Element x y z (Å)
C  0.649  0.644  0.141
C  0.381  -1.451  -0.081
C  -1.579  0.239  -0.281
H  -0.143  2.652  0.432
H  1.496  2.151  0.354
H  -0.226  -2.400  -0.385
H  -1.895  1.153  -0.832
H  -2.557  -1.220  1.007
N  0.306  1.994  -0.117
N  1.837  0.110  0.069
N  1.747  -1.262  -0.073
N  -0.280  -0.259  0.114
N  -2.663  -0.429  0.113

Computed properties:
spin multiplicity = 1
Kohn-Sham gap = 9.5 eV

Löwdin analysis output, partial charges in e:
1 C -0.56
2 C -0.13
3 C -0.18
4 H 0.03
5 H 0.23
6 H 0.15
7 H 0.13
8 H 0.14
9 N 0.10
10 N 0.02
11 N 0.04
12 N -0.03
13 N 0.05

The most stable arrangement is model c, and the next structure is 0.0064 hartree less stable.

Model a:
The following is a DFT calculation (the ωB97M-V functional and the def2-TZVPD basis) of a 2-piece molecular cluster, C4H13N3O overall.

Element x y z (Å)
N  -0.377  2.495  -0.443
C  0.871  1.862  -0.240
C  1.166  1.161  0.855
N  0.240  0.873  1.872
O  2.401  0.588  1.084
H  -0.636  2.506  -1.421
H  -1.102  2.044  0.101
H  1.620  2.058  -0.992
H  0.686  0.318  2.592
H  -0.171  1.706  2.275
H  2.960  0.709  0.310
C  0.358  -1.980  -0.879
N  -1.004  -2.295  -0.503
C  -1.779  -1.112  -0.189
H  0.429  -1.296  -1.740
H  0.883  -2.903  -1.121
H  0.849  -1.508  -0.029
H  -1.456  -2.809  -1.254
H  -2.780  -1.414  0.115
H  -1.864  -0.410  -1.035
H  -1.295  -0.594  0.640

Computed properties:
structure (SMILES) = N/C=C(\N)O.CNC
spin multiplicity = 1
Kohn-Sham gap = 8.1 eV

Löwdin analysis output, partial charges in e:
1 N 0.03
2 C -0.18
3 C -0.47
4 N 0.10
5 O 0.02
6 H 0.07
7 H 0.06
8 H 0.11
9 H 0.10
10 H 0.09
11 H 0.10
12 C -0.16
13 N -0.19
14 C -0.16
15 H 0.07
16 H 0.07
17 H 0.06
18 H 0.09
19 H 0.07
20 H 0.07
21 H 0.05

Model b:
The following is a DFT calculation (the ωB97M-V functional and the def2-TZVPD basis) of one molecule with the formula C4H13N3O.

Element x y z (Å)
C  0.618  1.620  0.221
C  -0.429  0.568  -0.111
C  -0.308  -0.729  0.650
N  1.004  -1.583  0.350
C  1.626  -1.484  -0.956
O  2.035  -1.313  1.325
N  -1.878  1.109  0.391
N  -2.978  0.475  -0.265
H  0.336  2.600  -0.182
H  1.587  1.365  -0.218
H  0.759  1.723  1.300
H  -0.484  0.418  -1.194
H  -1.115  -1.416  0.382
H  -0.322  -0.575  1.734
H  2.191  -0.552  -1.089
H  2.337  -2.308  -1.093
H  0.881  -1.568  -1.752
H  2.079  -0.349  1.423
H  -1.886  2.110  0.173
H  -3.219  -0.414  0.175
H  -2.837  0.303  -1.263

Computed properties:
structure (SMILES) = C[C@@H](CN(C)O)NN
spin multiplicity = 1
Kohn-Sham gap = 9.5 eV

Löwdin analysis output, partial charges in e:
1 C -0.07
2 C -0.35
3 C -0.12
4 N -0.22
5 C -0.11
6 O -0.07
7 N -0.10
8 N -0.05
9 H 0.08
10 H 0.07
11 H 0.09
12 H 0.12
13 H 0.10
14 H 0.12
15 H 0.07
16 H 0.08
17 H 0.09
18 H 0.07
19 H 0.09
20 H 0.06
21 H 0.07

The most stable arrangement is model a, and the next structure is 0.0877 hartree less stable.

Model a:
The following is a DFT calculation (the ωB97M-V functional and the def2-TZVPD basis) of a 2-piece molecular cluster, C4H13N3O overall.

Element x y z (Å)
C  0.726  -1.293  1.128
C  1.797  -0.871  -1.029
N  0.647  -0.567  -0.157
C  0.372  0.890  0.018
N  0.364  1.583  -1.201
N  0.531  1.357  1.190
H  0.431  2.583  -1.074
H  -0.441  1.327  -1.762
H  0.348  2.354  1.238
H  -0.185  -1.076  1.676
H  2.719  -0.568  -0.531
H  0.786  -2.361  0.916
H  1.595  -0.964  1.694
H  1.700  -0.327  -1.963
H  1.827  -1.943  -1.223
C  -2.575  0.139  0.369
O  -1.642  -0.068  -0.639
H  -0.460  -0.832  -0.642
H  -3.446  0.691  -0.012
H  -2.941  -0.799  0.815
H  -2.152  0.747  1.190

Computed properties:
spin multiplicity = 1
Kohn-Sham gap = 9.0 eV

Löwdin analysis output, partial charges in e:
1 C -0.04
2 C -0.04
3 N -0.21
4 C -0.50
5 N 0.12
6 N 0.16
7 H 0.09
8 H 0.09
9 H 0.06
10 H 0.09
11 H 0.10
12 H 0.10
13 H 0.09
14 H 0.08
15 H 0.09
16 C -0.27
17 O -0.36
18 H 0.17
19 H 0.06
20 H 0.06
21 H 0.05

Model b:
The following is a DFT calculation (the ωB97M-V functional and the def2-TZVPD basis) of C4H13N3O as an isolated structure.

Element x y z (Å)
C  -0.569  1.517  -0.516
C  -0.982  0.559  0.426
C  1.382  -0.949  0.306
C  1.991  0.157  -0.431
N  -1.934  -0.405  -0.113
N  -1.104  0.990  1.784
N  0.922  -2.113  -0.412
O  -0.980  1.421  -1.822
H  -1.502  0.596  -1.852
H  -0.288  2.516  -0.215
H  0.208  -0.319  0.590
H  1.847  -1.217  1.249
H  -1.630  1.847  1.904
H  -2.843  -0.319  0.326
H  -1.590  -1.352  -0.002
H  -1.446  0.282  2.420
H  0.726  -1.901  -1.384
H  1.582  -2.881  -0.367
H  2.515  -0.116  -1.345
H  2.603  0.804  0.192
H  1.091  0.882  -0.737

Computed properties:
spin multiplicity = 1
Kohn-Sham gap = 8.0 eV

Löwdin analysis output, partial charges in e:
1 C -0.20
2 C -0.50
3 C -0.35
4 C -0.12
5 N 0.07
6 N 0.06
7 N -0.01
8 O -0.03
9 H 0.08
10 H 0.13
11 H 0.10
12 H 0.11
13 H 0.08
14 H 0.09
15 H 0.06
16 H 0.08
17 H 0.07
18 H 0.06
19 H 0.08
20 H 0.08
21 H 0.07

Model c:
The following is a DFT calculation (the ωB97M-V functional and the def2-TZVPD basis) of C4H13N3O as an isolated structure.

Element x y z (Å)
C  -1.844  0.355  0.764
C  -0.150  1.222  -1.409
C  1.778  1.269  0.266
C  0.422  0.704  -0.112
N  -0.434  0.645  0.989
H  -2.009  -0.523  0.130
H  -2.330  1.217  0.305
H  -2.311  0.167  1.729
H  -0.565  2.223  -1.270
H  0.631  1.292  -2.163
H  2.485  1.175  -0.557
H  2.176  0.745  1.133
H  1.678  2.327  0.517
H  -0.940  0.572  -1.785
N  0.820  -1.921  0.201
N  -0.136  -2.664  -0.486
O  0.552  -1.803  1.438
H  -0.040  -0.054  1.650
H  0.761  -0.593  -0.292
H  0.284  -3.269  -1.180
H  -0.830  -3.085  0.131

Computed properties:
spin multiplicity = 1
Kohn-Sham gap (alpha / beta) = 7.9 / 7.9 eV

Löwdin analysis output, partial charges in e:
1 C -0.11
2 C -0.06
3 C -0.06
4 C -0.49
5 N -0.08
6 H 0.07
7 H 0.08
8 H 0.08
9 H 0.09
10 H 0.08
11 H 0.08
12 H 0.08
13 H 0.08
14 H 0.07
15 N -0.20
16 N 0.04
17 O -0.13
18 H 0.09
19 H 0.12
20 H 0.09
21 H 0.10

Model d:
The following is a DFT calculation (the ωB97M-V functional and the def2-TZVPD basis) of a 2-piece molecular cluster, C4H13N3O overall.

Element x y z (Å)
C  -2.875  1.069  -0.882
C  -1.842  0.157  -0.289
O  -1.409  0.470  0.929
N  -1.526  -0.890  -0.960
N  -0.518  -1.705  -0.402
H  -2.438  2.051  -1.059
H  -3.703  1.184  -0.184
H  -3.247  0.662  -1.818
H  -0.296  0.352  1.171
H  -0.608  -1.785  0.614
H  -0.616  -2.628  -0.809
C  2.129  -0.521  -0.591
C  2.142  0.630  0.351
N  1.118  0.415  1.537
H  2.481  -0.238  -1.578
H  1.011  -0.971  -0.745
H  2.697  -1.364  -0.207
H  3.129  0.793  0.801
H  1.804  1.554  -0.116
H  1.180  1.188  2.194
H  1.389  -0.423  2.044

Computed properties:
structure (SMILES) = C/C(O)=N/N.CCN
spin multiplicity = 1
Kohn-Sham gap = 8.6 eV

Löwdin analysis output, partial charges in e:
1 C -0.03
2 C -0.54
3 O -0.05
4 N 0.00
5 N -0.06
6 H 0.07
7 H 0.08
8 H 0.07
9 H 0.08
10 H 0.09
11 H 0.09
12 C -0.15
13 C -0.25
14 N 0.01
15 H 0.06
16 H 0.08
17 H 0.06
18 H 0.10
19 H 0.10
20 H 0.10
21 H 0.09

The most stable arrangement is model d, and the next structure is 0.0232 hartree less stable.